Entry 1:
Below is a structure of composition C47H65BiCl3N3SSb2Te in a non-equilibrium geometry, with properties calculated with wB97M-V/def2-TZVPD.

```
! RIJCOSX wB97M-V def2-TZVPD def2/J DEFGRID3
* xyz 2 1
Bi -0.1150 0.3553 0.6377
C -0.2879 0.6732 3.3557
C -1.6669 0.5613 3.1370
C -2.0714 1.6713 2.3121
C -0.8922 2.3418 1.9280
C 0.2676 1.7517 2.6064
C 1.5130 2.5213 2.9759
C 1.8696 3.5961 1.9461
C 2.7181 1.6010 3.1834
C 1.1866 3.2176 4.3082
C -3.4228 2.3004 2.0071
C -4.1880 2.4631 3.3308
C -4.2498 1.5377 0.9635
C -3.2292 3.7223 1.4495
C -2.4024 -0.6284 3.7338
C -3.7190 -1.0144 3.0559
C -2.6677 -0.3459 5.2188
C -1.5203 -1.8870 3.6173
H 0.2865 0.0549 4.0212
H -0.8445 3.2856 1.4248
H 2.0110 3.1726 0.9532
H 2.8007 4.0790 2.2325
H 1.1092 4.3730 1.9064
H 3.0404 1.1626 2.2427
H 2.4786 0.8053 3.8845
H 3.5455 2.1728 3.5952
H 0.2997 3.8386 4.2150
H 2.0187 3.8512 4.5985
H 1.0176 2.4864 5.0929
H -4.5038 1.5164 3.7522
H -5.0748 3.0710 3.1699
H -3.5577 2.9646 4.0635
H -4.5946 0.5779 1.3211
H -3.6673 1.3950 0.0549
H -5.1278 2.1239 0.7088
H -2.6363 4.3369 2.1232
H -4.2037 4.1928 1.3574
H -2.7724 3.7132 0.4612
H -4.4802 -0.2496 3.1512
H -4.1097 -1.9080 3.5400
H -3.5637 -1.2535 2.0039
H -3.2338 0.5703 5.3438
H -1.7386 -0.2455 5.7704
H -3.2363 -1.1634 5.6494
H -1.2982 -2.0864 2.5669
H -2.0725 -2.7338 4.0143
H -0.5963 -1.8026 4.1786
C -3.3561 -2.9462 -3.8177
Sb -1.8797 -1.8882 -2.6490
C -3.0978 -1.8176 -0.8442
C -0.9026 -3.7278 -1.9172
C -0.3314 -4.7144 -2.8706
C -0.8085 -6.0201 -2.7965
C -0.2218 -7.0502 -3.5043
C 0.8616 -6.7841 -4.3216
C 1.3080 -5.4842 -4.4537
C 0.7192 -4.4345 -3.7555
C 1.1993 -3.0566 -4.0127
Sb 2.1386 -2.0890 -2.3027
C 3.1082 -3.8409 -1.4425
C 3.8612 -1.4566 -3.4214
H -3.9096 -3.6435 -3.1986
H -2.8451 -3.4861 -4.6071
H -4.0438 -2.2379 -4.2646
H -4.0190 -2.3482 -1.0518
H -3.3411 -0.8014 -0.5565
H -2.5910 -2.3169 -0.0219
H -1.6728 -4.2189 -1.3230
H -0.1196 -3.3815 -1.2330
H -1.6511 -6.2372 -2.1555
H -0.5994 -8.0555 -3.4106
H 1.3473 -7.5798 -4.8618
H 2.1254 -5.2715 -5.1268
H 0.3755 -2.4112 -4.3274
H 1.9432 -3.0593 -4.8070
H 3.5591 -4.4111 -2.2469
H 2.3966 -4.4769 -0.9235
H 3.8838 -3.5267 -0.7477
H 4.4320 -2.3289 -3.7253
H 4.4881 -0.8033 -2.8245
H 3.5255 -0.9160 -4.3001
Te 0.6265 0.8405 -2.0929
C 0.0760 2.9253 -2.3299
C -0.2453 3.3409 -3.6144
C -0.5089 4.6762 -3.8645
C -0.4685 5.5997 -2.8320
C -0.1688 5.1822 -1.5472
C 0.1109 3.8485 -1.3002
C 2.6180 1.6261 -2.2927
C 3.3941 2.0143 -1.2137
C 4.5147 2.8020 -1.4223
C 4.8646 3.1845 -2.7053
C 4.1194 2.7485 -3.7882
C 2.9920 1.9753 -3.5850
H -0.2832 2.6160 -4.4180
H -0.7500 4.9935 -4.8674
H -0.6764 6.6400 -3.0301
H -0.1438 5.8942 -0.7359
H 0.3778 3.5326 -0.3043
H 3.1301 1.7052 -0.2111
H 5.0965 3.1406 -0.5785
H 5.7190 3.8228 -2.8622
H 4.3979 3.0368 -4.7886
H 2.3968 1.6529 -4.4276
C 4.7282 -1.6347 2.8358
N 3.4568 -2.2999 2.9266
C 3.1603 -3.3221 3.7891
C 1.8736 -3.6849 3.5725
N 1.3966 -2.8791 2.5728
C 2.3684 -2.0325 2.1819
S 2.3190 -0.9043 0.8990
H 5.4978 -2.2629 3.2744
H 4.7110 -0.6862 3.3724
H 4.9701 -1.4382 1.7929
H 3.8819 -3.7139 4.4785
H 1.2771 -4.4469 4.0289
H 0.4632 -2.9243 2.1931
Cl -3.3925 2.7189 -4.9924
C -3.8559 2.6304 -3.2697
Cl -3.8603 4.2707 -2.5448
Cl -5.4590 1.8545 -3.0923
C -2.8960 1.8326 -2.5695
N -2.1336 1.2020 -1.9838
*
```

Values from the calculation:
E_HOMO ... -11.83 eV
Kohn-Sham gap ... 5.66 eV

Entry 2:
Below is a structure of composition C47H65BrFeN2O2SSb2, with properties calculated with wB97M-V/def2-TZVPD.

```
! RIJCOSX wB97M-V def2-TZVPD def2/J DEFGRID3
* xyz 3 6
Fe 0.4452 -0.2440 0.2094
C -2.4653 2.3247 3.0075
C -3.3890 1.3708 3.7582
C -3.9644 0.2711 2.8739
Sb -2.5855 -1.3236 2.5338
C -2.7794 -2.4994 4.2674
C -1.8303 -2.4638 5.2835
C -2.0612 -3.1931 6.4417
C -3.2202 -3.9466 6.5686
C -4.1575 -3.9787 5.5445
C -3.9419 -3.2605 4.3761
C -3.5108 -2.4646 1.0491
C -3.1939 -3.8232 0.9591
C -3.8493 -4.6201 0.0339
C -4.8064 -4.0622 -0.8068
C -5.1182 -2.7123 -0.7194
C -4.4683 -1.9056 0.2038
Sb -0.6506 1.5025 2.2125
C 0.3245 1.0176 4.0270
C 0.1266 1.7326 5.2083
C 0.6731 1.2789 6.4011
C 1.4162 0.1056 6.4269
C 1.6138 -0.6180 5.2591
C 1.0629 -0.1678 4.0644
C 0.0612 3.3376 1.4091
C -0.0779 4.5329 2.1143
C 0.2661 5.7373 1.5170
C 0.7372 5.7607 0.2114
C 0.8663 4.5773 -0.5000
C 0.5276 3.3672 0.0949
H -2.1269 3.1242 3.6658
H -2.9691 2.7916 2.1596
H -4.2193 1.9530 4.1659
H -2.8738 0.9426 4.6242
H -4.2921 0.6664 1.9118
H -4.8041 -0.2434 3.3467
H -0.9300 -1.8678 5.1881
H -1.3386 -3.1699 7.2465
H -3.3956 -4.5148 7.4722
H -5.0591 -4.5672 5.6499
H -4.6747 -3.2996 3.5789
H -2.4781 -4.2712 1.6395
H -3.6314 -5.6788 -0.0210
H -5.3222 -4.6867 -1.5241
H -5.8732 -2.2869 -1.3668
H -4.7278 -0.8563 0.2609
H -0.4444 2.6534 5.2125
H 0.5166 1.8404 7.3127
H 1.8364 -0.2460 7.3600
H 2.1817 -1.5400 5.2848
H 1.1958 -0.7591 3.1623
H -0.4359 4.5445 3.1362
H 0.1583 6.6602 2.0713
H 0.9890 6.7044 -0.2538
H 1.2068 4.5931 -1.5278
H 0.5865 2.4676 -0.5084
C -0.5465 1.8156 -7.4499
C -1.5182 1.6908 -6.2742
C -2.2350 3.0349 -6.0737
C -2.5563 0.6097 -6.6057
C -0.7882 1.3412 -4.9779
C -1.4877 0.8345 -3.8883
C -0.7841 0.5666 -2.7381
Br -1.7593 -0.1527 -1.2489
C 0.5867 0.7579 -2.5463
O 1.1635 0.4257 -1.3662
C 1.2929 1.2957 -3.6359
C 0.5750 1.5529 -4.8080
C 2.8127 1.5356 -3.6773
C 3.1582 2.7883 -4.5000
C 3.4652 0.3066 -4.3291
C 3.4408 1.7332 -2.2948
H -1.1104 1.9600 -8.3711
H 0.0628 0.9170 -7.5704
H 0.1168 2.6758 -7.3448
H -2.7926 3.3037 -6.9723
H -1.5191 3.8329 -5.8681
H -2.9408 2.9854 -5.2419
H -2.9548 0.7773 -7.6061
H -3.4041 0.6305 -5.9188
H -2.1166 -0.3894 -6.5822
H -2.5514 0.6488 -3.9333
H 1.1219 1.9455 -5.6492
H 2.9591 2.6655 -5.5622
H 4.2246 3.0003 -4.4092
H 2.6055 3.6620 -4.1494
H 3.0932 0.1607 -5.3433
H 3.2466 -0.5986 -3.7561
H 4.5497 0.4279 -4.3825
H 2.9354 2.5245 -1.7298
H 4.4864 2.0214 -2.4343
H 3.3940 0.8083 -1.7264
C 2.4270 -5.4262 0.4978
C 2.1679 -3.9374 0.7016
S 0.4192 -3.5679 0.6827
O 0.3391 -2.0492 0.9305
C -0.0095 -3.8624 -1.0350
C 0.7820 -3.0908 -2.0780
H 3.4832 -5.6295 0.6648
H 2.1891 -5.7490 -0.5146
H 1.8582 -6.0332 1.2023
H 2.6500 -3.3124 -0.0522
H 2.4905 -3.6074 1.6909
H -1.0790 -3.6432 -1.0712
H 0.1026 -4.9436 -1.1485
H 0.8810 -2.0323 -1.8413
H 0.2548 -3.1526 -3.0296
H 1.7763 -3.5119 -2.2259
N 6.1701 1.2787 1.5935
C 4.9476 1.4220 0.7088
C 3.9627 0.2439 0.8564
N 2.5753 0.6529 1.0659
H 6.7930 2.0845 1.4922
H 6.7142 0.4476 1.3513
H 5.9214 1.2074 2.5821
H 5.3252 1.5066 -0.3079
H 4.4816 2.3678 0.9801
H 4.2605 -0.4110 1.6807
H 4.0033 -0.3541 -0.0506
H 2.3176 1.3573 0.3743
H 2.4438 1.0621 1.9868
*
```

Values from the calculation:
ΔE to the lowest compared entry with this formula, charge and spin ... 56.8 kJ/mol
E_HOMO (alpha / beta) ... -14.06 / -14.18 eV
Kohn-Sham gap (alpha / beta) ... 6.96 / 4.44 eV
⟨S²⟩ ... 8.768